(1)
{"formula": "C45H58F5FeN3O4S", "method": "ωB97M-V/def2-TZVPD", "relative_energy_kcal_mol": 0.0, "spin_multiplicity": 6, "gap_ev": [7.323, 7.077], "charge": -1, "e_tot_ha": -4376.092990, "e_homo_ev": [-4.93, -4.80], "elements": ["Fe", "C", "N", "C", "C", "C", "N", "C", "C", "C", "C", "C", "C", "C", "O", "C", "C", "C", "C", "C", "C", "C", "C", "C", "C", "C", "C", "C", "C", "C", "O", "C", "C", "C", "C", "C", "C", "C", "C", "H", "H", "H", "H", "H", "H", "H", "H", "H", "H", "H", "H", "H", "H", "H", "H", "H", "H", "H", "H", "H", "H", "H", "H", "H", "H", "H", "H", "H", "H", "H", "H", "H", "H", "H", "H", "H", "H", "H", "H", "H", "H", "H", "H", "H", "H", "H", "H", "H", "H", "H", "H", "H", "H", "O", "N", "C", "C", "C", "C", "C", "S", "H", "H", "H", "H", "F", "C", "C", "F", "C", "F", "C", "O", "C", "F", "C", "F"], "positions_angstrom": [[-0.287, -0.320, -0.344], [2.499, 1.633, 0.164], [1.853, 0.572, 0.933], [2.802, -0.521, 1.129], [1.436, 1.063, 2.244], [0.311, 2.070, 2.140], [-0.848, 1.539, 1.428], [-1.792, 0.898, 2.349], [-1.310, -0.267, 3.164], [-1.547, -0.251, 4.527], [-1.333, -1.365, 5.330], [-0.929, -2.524, 4.681], [-0.670, -2.598, 3.312], [-0.774, -1.415, 2.539], [-0.397, -1.365, 1.273], [-0.326, -3.945, 2.670], [-0.470, -5.116, 3.646], [-1.292, -4.210, 1.505], [1.125, -3.933, 2.181], [-1.582, -1.287, 6.835], [-3.049, -0.919, 7.101], [-0.677, -0.210, 7.449], [-1.290, -2.612, 7.540], [-1.543, 2.643, 0.762], [-2.826, 2.286, 0.053], [-3.815, 3.267, 0.019], [-5.018, 3.077, -0.631], [-5.208, 1.840, -1.252], [-4.270, 0.823, -1.247], [-3.037, 1.045, -0.573], [-2.153, 0.070, -0.490], [-4.539, -0.507, -1.954], [-3.528, -0.696, -3.097], [-4.442, -1.673, -0.958], [-5.941, -0.551, -2.570], [-6.128, 4.126, -0.677], [-7.386, 3.576, 0.009], [-6.460, 4.467, -2.136], [-5.727, 5.420, 0.032], [3.303, 2.106, 0.753], [1.778, 2.390, -0.140], [2.934, 1.208, -0.737], [3.694, -0.170, 1.673], [3.101, -0.920, 0.163], [2.327, -1.311, 1.706], [2.290, 1.531, 2.765], [1.121, 0.209, 2.838], [0.662, 2.956, 1.607], [0.033, 2.403, 3.152], [-2.638, 0.557, 1.755], [-2.177, 1.664, 3.044], [-1.937, 0.666, 4.959], [-0.811, -3.425, 5.263], [-1.477, -5.176, 4.065], [0.247, -5.060, 4.469], [-0.277, -6.045, 3.104], [-2.313, -4.313, 1.883], [-1.021, -5.138, 0.993], [-1.281, -3.396, 0.784], [1.806, -3.797, 3.026], [1.283, -3.127, 1.475], [1.375, -4.878, 1.690], [-3.302, 0.048, 6.665], [-3.243, -0.867, 8.176], [-3.715, -1.666, 6.665], [-0.859, 0.765, 6.995], [0.375, -0.460, 7.293], [-0.856, -0.124, 8.525], [-1.938, -3.411, 7.178], [-1.462, -2.501, 8.614], [-0.253, -2.922, 7.396], [-0.838, 3.091, 0.057], [-1.784, 3.422, 1.508], [-3.610, 4.199, 0.534], [-6.146, 1.669, -1.763], [-2.513, -0.780, -2.719], [-3.582, 0.148, -3.789], [-3.761, -1.612, -3.647], [-3.446, -1.744, -0.529], [-4.662, -2.613, -1.471], [-5.170, -1.544, -0.152], [-6.075, 0.216, -3.337], [-6.724, -0.432, -1.817], [-6.081, -1.524, -3.047], [-7.737, 2.666, -0.481], [-8.195, 4.312, -0.022], [-7.178, 3.333, 1.053], [-6.809, 3.589, -2.681], [-5.576, 4.848, -2.651], [-7.245, 5.227, -2.183], [-5.523, 5.251, 1.091], [-6.541, 6.146, -0.042], [-4.838, 5.864, -0.421], [1.450, -0.458, -1.587], [1.710, 0.179, -2.702], [2.752, -0.270, -3.437], [3.114, 0.338, -4.607], [2.376, 1.447, -5.037], [1.321, 1.886, -4.282], [0.952, 1.250, -3.078], [-0.348, 1.692, -2.091], [3.239, -1.135, -3.013], [3.950, -0.050, -5.169], [2.633, 1.952, -5.959], [0.724, 2.735, -4.584], [0.911, -7.155, -2.263], [0.537, -5.878, -2.055], [1.395, -4.975, -1.463], [2.618, -5.378, -1.079], [1.015, -3.661, -1.256], [1.911, -2.866, -0.648], [-0.254, -3.164, -1.613], [-0.691, -1.960, -1.431], [-1.090, -4.123, -2.228], [-2.321, -3.757, -2.611], [-0.715, -5.433, -2.439], [-1.569, -6.291, -3.022]]}


(2)
{"formula": "C27H24N4O5", "method": "ωB97M-V/def2-TZVPD", "relative_energy_kcal_mol": 4.8, "gap_ev": 8.097, "smiles": "O=C(c1ccc2c(=O)n(Cc3ccc4c(c3)OCO4)c(=O)[nH]c2c1)N1CCN(c2ccccc2)CC1", "e_tot_ha": -1638.586444, "e_homo_ev": -8.05, "elements": ["O", "C", "C", "C", "C", "C", "C", "O", "N", "C", "C", "C", "C", "C", "C", "C", "O", "C", "O", "C", "O", "N", "C", "C", "N", "C", "C", "N", "C", "C", "C", "C", "C", "C", "C", "C", "H", "H", "H", "H", "H", "H", "H", "H", "H", "H", "H", "H", "H", "H", "H", "H", "H", "H", "H", "H", "H", "H", "H", "H"], "positions_angstrom": [[-1.733, -3.080, -0.984], [-1.758, -1.879, -0.793], [-0.550, -1.159, -0.268], [-0.103, -1.420, 1.028], [1.051, -0.826, 1.491], [1.784, 0.026, 0.666], [3.016, 0.653, 1.157], [3.449, 0.498, 2.278], [3.668, 1.471, 0.243], [4.923, 2.099, 0.665], [6.100, 1.238, 0.287], [6.758, 1.448, -0.915], [7.830, 0.652, -1.311], [8.208, -0.356, -0.458], [7.543, -0.577, 0.750], [6.487, 0.203, 1.146], [8.120, -1.639, 1.397], [9.170, -2.077, 0.562], [9.218, -1.272, -0.596], [3.252, 1.731, -1.048], [3.844, 2.469, -1.800], [2.090, 1.109, -1.433], [1.347, 0.270, -0.640], [0.175, -0.323, -1.102], [-2.833, -1.111, -1.081], [-3.020, 0.262, -0.681], [-4.149, 0.334, 0.354], [-5.356, -0.229, -0.207], [-6.598, 0.238, 0.221], [-6.846, 1.614, 0.234], [-8.081, 2.108, 0.600], [-9.107, 1.247, 0.954], [-8.876, -0.116, 0.938], [-7.638, -0.619, 0.582], [-5.174, -1.621, -0.554], [-4.044, -1.723, -1.584], [-0.666, -2.093, 1.656], [1.417, -1.004, 2.490], [4.983, 3.070, 0.172], [4.866, 2.219, 1.748], [6.423, 2.241, -1.564], [8.344, 0.817, -2.242], [5.972, 0.026, 2.075], [10.127, -2.002, 1.103], [8.999, -3.127, 0.274], [1.794, 1.288, -2.383], [-0.160, -0.138, -2.112], [-3.302, 0.851, -1.562], [-2.099, 0.662, -0.257], [-3.838, -0.234, 1.249], [-4.317, 1.368, 0.650], [-6.070, 2.302, -0.066], [-8.247, 3.175, 0.600], [-10.073, 1.636, 1.237], [-9.664, -0.801, 1.216], [-7.484, -1.687, 0.603], [-4.918, -2.234, 0.325], [-6.088, -2.006, -1.006], [-4.342, -1.204, -2.501], [-3.822, -2.768, -1.808]]}


(3)
{"formula": "C5H12OS", "method": "ωB97M-V/def2-TZVPD", "relative_energy_kcal_mol": 15.9, "gap_ev": 9.502, "smiles": "CC=O.CCSC", "e_tot_ha": -671.107989, "e_homo_ev": -8.60, "elements": ["C", "C", "O", "H", "H", "H", "H", "C", "C", "S", "C", "H", "H", "H", "H", "H", "H", "H", "H"], "positions_angstrom": [[-1.220, 1.999, 0.850], [-1.365, 0.879, 1.840], [-0.940, 0.935, 2.962], [-1.058, 2.927, 1.390], [-2.077, 2.045, 0.186], [-0.334, 1.841, 0.227], [-1.892, -0.025, 1.488], [-0.343, -2.004, -1.958], [0.117, -0.848, -1.073], [1.303, -1.461, 0.153], [2.179, 0.054, 0.603], [-0.985, -1.652, -2.763], [-0.883, -2.740, -1.366], [0.524, -2.498, -2.395], [-0.741, -0.411, -0.559], [0.602, -0.079, -1.678], [2.444, 0.619, -0.283], [1.584, 0.686, 1.265], [3.085, -0.266, 1.111]]}


(4)
{"formula": "C2H14O5", "method": "ωB97M-V/def2-TZVPD", "relative_energy_kcal_mol": 48.8, "gap_ev": 10.733, "smiles": "C=C.O.O.O.O.O", "e_tot_ha": -460.727819, "e_homo_ev": -10.45, "elements": ["C", "C", "H", "H", "H", "H", "O", "H", "H", "O", "H", "H", "O", "H", "H", "O", "H", "H", "O", "H", "H"], "positions_angstrom": [[-1.040, 1.366, -1.540], [-0.860, 0.397, -0.638], [-0.654, 2.372, -1.475], [-1.472, 1.075, -2.491], [-0.304, 0.587, 0.279], [-1.069, -0.584, -1.012], [1.213, -0.146, -3.103], [1.109, -0.124, -2.150], [0.822, 0.697, -3.339], [1.034, 1.687, 2.544], [1.590, 1.034, 2.118], [0.090, 1.716, 2.676], [-2.148, 0.638, 2.802], [-2.753, 0.444, 2.077], [-1.314, 0.188, 2.650], [1.422, -0.755, 1.626], [1.798, -1.135, 2.432], [0.990, -1.461, 1.129], [0.251, -2.653, -1.188], [0.183, -3.109, -2.037], [1.110, -2.235, -1.360]]}


(5)
{"formula": "C4H30O10S", "method": "ωB97M-V/def2-TZVPD", "relative_energy_kcal_mol": 67.9, "gap_ev": 8.785, "smiles": "CCCSC.O.O.O.O.O.O.O.O.O.O", "e_tot_ha": -1320.840285, "e_homo_ev": -8.66, "elements": ["C", "C", "C", "S", "C", "H", "H", "H", "H", "H", "H", "H", "H", "H", "H", "O", "H", "H", "O", "H", "H", "O", "H", "H", "O", "H", "H", "O", "H", "H", "O", "H", "H", "O", "H", "H", "O", "H", "H", "O", "H", "H", "O", "H", "H"], "positions_angstrom": [[-0.588, 0.033, -0.445], [0.275, -0.140, 0.866], [-0.323, 0.342, 2.079], [0.384, -0.033, 3.707], [2.231, 0.196, 3.520], [0.095, -0.176, -1.290], [-1.333, -0.828, -0.455], [-1.070, 1.067, -0.444], [1.125, 0.222, 0.386], [0.515, -1.309, 0.782], [-1.321, -0.237, 1.993], [-0.711, 1.418, 2.125], [2.538, 0.104, 4.579], [2.849, -0.593, 2.928], [2.612, 1.153, 3.142], [2.543, 2.812, 1.662], [2.562, 3.341, 2.410], [1.514, 2.852, 1.461], [-2.929, -2.300, -2.399], [-2.086, -2.257, -2.893], [-3.588, -1.860, -3.134], [0.269, 3.372, 0.480], [0.760, 3.829, -0.280], [-0.315, 2.667, -0.057], [-2.348, 2.460, 0.117], [-3.019, 1.762, 0.132], [-2.577, 3.000, 0.826], [-0.185, -3.460, -2.815], [0.685, -3.060, -2.792], [-0.405, -3.962, -2.034], [1.018, 3.582, -2.129], [0.372, 2.932, -1.834], [1.706, 2.887, -2.420], [2.342, -2.789, 2.106], [2.148, -3.602, 2.467], [1.672, -2.414, 2.631], [1.546, -2.230, -1.010], [2.364, -2.771, -0.974], [1.228, -2.161, -0.019], [-0.311, -0.779, -3.709], [-0.961, -0.211, -3.205], [-0.745, -1.608, -3.740], [-3.598, -0.076, -0.815], [-3.150, -0.636, -1.441], [-3.792, -0.537, -0.068]]}


(6)
{"formula": "C50H37AuCl2N5O5S4", "method": "ωB97M-V/def2-TZVPD", "relative_energy_kcal_mol": 39.8, "spin_multiplicity": 3, "gap_ev": [6.614, 4.188], "charge": 1, "e_tot_ha": -5225.751261, "e_homo_ev": [-9.80, -9.93], "elements": ["Au", "N", "S", "N", "S", "N", "S", "N", "C", "C", "C", "C", "C", "C", "C", "C", "C", "C", "C", "C", "C", "C", "C", "C", "C", "C", "C", "C", "C", "C", "C", "C", "C", "C", "C", "C", "C", "C", "C", "C", "C", "C", "C", "C", "H", "H", "H", "H", "H", "H", "H", "H", "H", "H", "H", "H", "H", "H", "H", "H", "H", "H", "H", "H", "H", "H", "H", "H", "H", "H", "H", "H", "H", "H", "Cl", "C", "C", "C", "Cl", "C", "O", "C", "C", "O", "C", "H", "H", "H", "O", "S", "O", "N", "C", "O", "C", "C", "C", "C", "C", "C", "H", "H", "H", "H"], "positions_angstrom": [[-1.248, -1.218, 0.827], [0.816, -0.985, 0.730], [1.752, -1.139, -0.389], [2.426, 0.210, -1.046], [1.978, 1.682, -1.103], [0.611, 2.269, -0.701], [-0.922, 1.726, -0.455], [-1.196, 0.846, 0.684], [-1.744, 3.287, -0.157], [-1.121, 4.519, -0.248], [-1.847, 5.659, 0.066], [-3.173, 5.554, 0.458], [-3.788, 4.310, 0.531], [-3.072, 3.165, 0.225], [-1.561, 1.348, -2.107], [-1.550, 2.359, -3.060], [-2.175, 2.144, -4.276], [-2.818, 0.938, -4.526], [-2.824, -0.060, -3.565], [-2.189, 0.142, -2.348], [2.285, 2.205, -2.797], [1.703, 3.389, -3.224], [1.884, 3.794, -4.536], [2.651, 3.023, -5.400], [3.260, 1.860, -4.949], [3.079, 1.444, -3.638], [3.171, 2.647, -0.205], [4.505, 2.292, -0.341], [5.467, 3.107, 0.228], [5.087, 4.254, 0.916], [3.745, 4.578, 1.062], [2.771, 3.771, 0.495], [3.176, -2.084, 0.132], [4.271, -2.267, -0.699], [5.252, -3.163, -0.309], [5.121, -3.858, 0.888], [4.027, -3.646, 1.715], [3.037, -2.751, 1.338], [1.255, -2.041, -1.868], [1.151, -1.436, -3.107], [0.729, -2.187, -4.195], [0.414, -3.527, -4.031], [0.525, -4.125, -2.782], [0.947, -3.383, -1.691], [-0.084, 4.583, -0.547], [-1.372, 6.630, 0.014], [-3.728, 6.445, 0.721], [-4.821, 4.230, 0.840], [-3.516, 2.179, 0.296], [-1.077, 3.308, -2.846], [-2.182, 2.930, -5.021], [-3.328, 0.784, -5.468], [-3.328, -1.000, -3.747], [-2.205, -0.616, -1.580], [1.119, 3.979, -2.530], [1.423, 4.709, -4.883], [2.774, 3.330, -6.429], [3.873, 1.270, -5.617], [3.540, 0.538, -3.267], [4.770, 1.388, -0.873], [6.514, 2.853, 0.133], [5.844, 4.897, 1.342], [3.460, 5.462, 1.615], [1.716, 3.988, 0.600], [4.348, -1.718, -1.629], [6.113, -3.332, -0.942], [5.877, -4.579, 1.172], [3.932, -4.183, 2.649], [2.165, -2.561, 1.954], [1.409, -0.394, -3.229], [0.635, -1.716, -5.164], [0.079, -4.109, -4.880], [0.287, -5.173, -2.655], [1.030, -3.830, -0.709], [-7.255, -5.502, 1.185], [-6.075, -4.272, 1.009], [-6.492, -2.938, 0.891], [-5.557, -1.958, 0.714], [-6.049, -0.328, 0.556], [-4.147, -2.251, 0.580], [-3.360, -1.329, 0.257], [-3.757, -3.629, 0.792], [-2.379, -4.054, 0.851], [-1.368, -3.408, 0.595], [-4.730, -4.600, 0.993], [-7.543, -2.690, 0.939], [-2.239, -5.097, 1.169], [-4.421, -5.630, 1.119], [-0.013, -4.446, 5.654], [0.333, -3.102, 5.299], [1.723, -2.744, 5.296], [-0.341, -2.715, 3.839], [-1.196, -1.739, 3.931], [-1.914, -1.248, 3.014], [-1.327, -1.170, 5.327], [-2.056, -0.057, 5.698], [-2.031, 0.318, 7.038], [-1.307, -0.421, 7.967], [-0.567, -1.532, 7.577], [-0.585, -1.884, 6.244], [-2.609, 0.498, 4.952], [-2.577, 1.197, 7.354], [-1.307, -0.111, 9.004], [0.010, -2.104, 8.293]]}


(7)
{"formula": "C7H8F7NO3S", "method": "ωB97M-V/def2-TZVPD", "relative_energy_kcal_mol": 24.1, "gap_ev": 10.326, "smiles": "CN(C[C@H]1CO1)S(=O)(=O)C(F)(F)C(F)(F)C(F)(F)F", "e_tot_ha": -1649.098295, "e_homo_ev": -9.74, "elements": ["C", "N", "C", "C", "C", "O", "S", "O", "O", "C", "F", "F", "C", "F", "F", "C", "F", "F", "F", "H", "H", "H", "H", "H", "H", "H", "H"], "positions_angstrom": [[2.007, -0.006, 0.566], [0.813, 0.271, -0.252], [1.090, 0.808, -1.670], [2.221, 0.093, -2.391], [3.067, 0.663, -3.515], [3.584, 0.552, -2.225], [-0.615, 0.876, 0.645], [-0.091, 1.811, 1.695], [-1.421, 1.560, -0.334], [-1.380, -0.770, 1.433], [-0.718, -0.990, 2.531], [-1.251, -1.803, 0.531], [-2.948, -0.405, 1.530], [-3.037, 0.950, 2.015], [-3.611, -0.510, 0.381], [-3.623, -1.304, 2.525], [-4.932, -1.237, 2.414], [-3.198, -2.619, 2.649], [-3.195, -0.876, 3.723], [2.477, 0.746, 1.158], [1.761, -0.961, 1.105], [2.790, -0.239, -0.112], [0.119, 0.829, -2.169], [1.425, 1.847, -1.591], [1.949, -0.909, -2.629], [3.530, -0.057, -4.200], [3.188, 1.684, -3.814]]}